Density functional theory data (wB97M-V/def2-TZVPD) for C25H33IN2O11S2 as an isolated structure at a distorted geometry.

Geometry as ORCA input:
```
! wB97M-V def2-TZVPD RIJCOSX def2/J DEFGRID3
* xyz 0 1
O -1.93 -3.50 -2.54
S -2.37 -2.13 -2.54
O -3.55 -2.04 -3.38
O -2.80 -1.60 -1.08
C -1.16 -1.00 -3.27
C 0.27 -1.16 -2.66
C 0.61 -0.11 -1.57
C 0.03 -0.50 -0.20
C 0.14 -1.76 0.27
C -0.40 -2.25 1.53
C -1.06 -1.38 2.33
I -1.80 -2.07 4.20
C -1.24 0.00 1.88
N -1.89 0.97 2.53
S -1.80 2.31 1.58
N -0.94 1.74 0.32
C -0.70 0.46 0.60
H -2.49 -0.68 -1.04
H -1.08 -1.34 -4.32
H -1.54 0.04 -3.20
H 0.36 -2.20 -2.33
H 1.01 -1.03 -3.47
H 1.69 0.12 -1.51
H 0.11 0.84 -1.86
H 0.69 -2.48 -0.35
H -0.25 -3.30 1.77
O 1.61 -0.45 3.13
C 1.77 0.50 3.84
O 2.90 0.79 4.53
C 2.67 1.95 5.35
C 1.49 2.67 4.70
C 0.70 1.51 4.12
H 2.44 1.62 6.37
H 3.56 2.56 5.38
H 0.93 3.29 5.40
H 1.85 3.32 3.90
H 0.00 1.09 4.85
H 0.18 1.73 3.21
O 5.28 4.06 5.64
C 6.08 3.17 5.69
O 5.93 2.00 5.01
C 7.00 1.11 5.37
C 8.11 1.99 5.89
C 7.34 3.14 6.52
H 6.63 0.41 6.13
H 7.30 0.54 4.49
H 8.79 1.48 6.58
H 8.71 2.36 5.05
H 7.08 2.94 7.56
H 7.88 4.09 6.44
O -2.26 1.56 -2.52
C -3.39 1.98 -2.56
O -4.46 1.20 -2.80
C -5.65 2.01 -2.89
C -5.31 3.28 -2.14
C -3.82 3.42 -2.40
H -5.86 2.18 -3.95
H -6.48 1.47 -2.45
H -5.90 4.14 -2.47
H -5.49 3.15 -1.08
H -3.60 3.95 -3.33
H -3.30 3.89 -1.57
O -0.61 -4.74 -8.32
C -1.40 -4.60 -7.43
O -1.80 -3.38 -6.98
C -2.67 -3.55 -5.84
C -3.21 -4.96 -5.95
C -2.05 -5.70 -6.62
H -2.08 -3.40 -4.93
H -3.46 -2.81 -5.87
H -3.50 -5.38 -4.99
H -4.08 -4.98 -6.61
H -1.33 -6.07 -5.89
H -2.39 -6.50 -7.26
*
```

Total energy in eV: -81734.155
Energy relative to the best compared isomer or geometry (same formula, charge and spin) in kcal per mole: 0.0
Gap between HOMO and LUMO in eV: 7.87
E_HOMO in eV: -8.59



Density functional theory data (wB97M-V/def2-TZVPD) for a 11-piece molecular cluster, H20NO13 overall at a distorted geometry.

Geometry as ORCA input:
```
! wB97M-V def2-TZVPD RIJCOSX def2/J DEFGRID3
* xyz -1 1
N -0.09 0.04 0.07
O -0.44 -0.13 -1.19
O 0.71 -0.75 0.58
O -0.64 0.87 0.75
O 1.50 1.69 -1.59
H 2.03 1.37 -2.22
H 0.63 1.41 -1.38
O -2.67 1.04 3.32
H -1.81 1.20 3.71
H -2.70 0.44 2.73
O -2.85 -0.03 -2.29
H -3.42 0.34 -1.78
H -2.23 -0.32 -1.55
O 1.62 -2.23 -2.13
H 0.75 -1.96 -2.03
H 1.40 -2.66 -2.94
O -0.62 -2.99 0.19
H -0.69 -3.62 0.82
H -0.06 -2.30 0.55
O 1.55 2.12 2.49
H 2.42 2.12 2.22
H 1.20 1.46 1.81
O -0.36 -0.51 -3.86
H -0.98 -0.84 -4.33
H -0.87 -0.26 -3.07
O 1.72 -0.90 3.20
H 1.36 -0.36 3.81
H 1.38 -0.50 2.45
O 3.51 -0.56 0.87
H 4.02 -0.98 0.05
H 2.61 -0.95 0.97
O -2.83 3.04 0.21
H -2.80 3.42 -0.69
H -2.38 2.29 0.24
*
```

Total energy in eV: -28428.267
Energy relative to the best compared isomer or geometry (same formula, charge and spin) in kcal per mole: 118.9
Gap between HOMO and LUMO in eV: 10.24
E_HOMO in eV: -7.27



Density functional theory data (wB97M-V/def2-TZVPD) for one molecule with the formula C6H10O at a distorted geometry.

Geometry as ORCA input:
```
! wB97M-V def2-TZVPD RIJCOSX def2/J DEFGRID3
* xyz 0 1
C -2.24 -0.18 0.22
C -0.91 0.22 -0.33
C 0.03 1.07 0.51
C 1.07 -0.11 0.16
C 2.36 0.27 -0.40
O 2.20 -0.19 0.95
C 0.16 -1.21 -0.30
H -2.10 -0.59 1.23
H -2.98 0.62 0.28
H -2.60 -0.97 -0.44
H -0.95 0.64 -1.35
H 0.30 2.09 0.14
H -0.24 1.17 1.58
H 3.00 -0.39 -1.00
H 2.49 1.34 -0.55
H -0.09 -1.95 0.49
H 0.50 -1.82 -1.18
*
```

Total energy in eV: -8428.689
Energy relative to the best compared isomer or geometry (same formula, charge and spin) in kcal per mole: 58.8
Gap between HOMO and LUMO in eV: 10.67
SMILES: C[C@H]1C[C@]2(CO2)C1
E_HOMO in eV: -9.62



Density functional theory data (wB97M-V/def2-TZVPD) for C21H36BBrCa2F15LiN4O7P as an isolated structure at a distorted geometry.

Geometry as ORCA input:
```
! wB97M-V def2-TZVPD RIJCOSX def2/J DEFGRID3
* xyz 1 1
C 1.40 -0.16 2.77
C -0.12 0.13 2.52
O -0.29 0.86 1.28
C -0.45 -0.02 0.18
C -0.49 0.85 -1.14
O 0.70 0.67 -1.91
C 0.47 1.00 -3.28
C 1.58 0.45 -4.26
O 1.59 -0.98 -4.32
C 2.79 -1.50 -3.71
C 2.59 -2.86 -2.96
C 1.75 -2.43 -1.66
C 0.30 -2.80 -2.13
F -0.57 -1.77 -2.52
N 0.32 -3.68 -3.37
C -0.61 -4.79 -2.92
C -2.06 -4.71 -3.42
C -2.94 -5.75 -2.93
C -2.36 -6.76 -2.01
C -0.91 -6.64 -1.69
N -0.06 -5.71 -2.10
C 1.75 -4.01 -3.65
H 2.06 0.69 2.44
H 1.72 -1.11 2.26
H 1.51 -0.33 3.91
H -0.48 0.77 3.35
H -0.67 -0.85 2.52
H 0.37 -0.77 0.15
H -1.41 -0.61 0.29
H -1.34 0.43 -1.75
H -0.73 1.92 -0.95
H 0.37 2.11 -3.38
H -0.49 0.55 -3.65
H 2.58 0.89 -4.04
H 1.28 0.85 -5.27
H 3.17 -0.78 -2.95
H 3.57 -1.56 -4.52
H 3.62 -3.25 -2.78
H 1.94 -1.41 -1.26
H 2.12 -3.15 -0.88
H -0.19 -3.26 -1.24
H -0.05 -3.23 -4.25
H -2.48 -3.94 -4.09
H -4.01 -5.75 -3.22
H -3.05 -7.54 -1.63
H -0.50 -7.41 -0.99
H 1.97 -3.81 -4.78
H 2.14 -5.02 -3.40
C 2.32 3.46 3.44
O 2.86 2.53 3.94
N 1.84 3.46 2.15
N 2.12 4.64 4.13
H 1.39 4.23 1.72
H 1.97 2.60 1.60
H 2.45 4.69 5.08
H 1.67 5.44 3.74
B 4.12 1.10 -0.66
F 5.08 2.12 -0.50
F 3.07 1.27 0.27
F 3.57 1.16 -1.97
F 4.73 -0.16 -0.47
Li -4.29 -6.25 -0.64
O 5.59 0.99 4.34
H 4.84 1.54 4.55
Ca 0.47 5.41 2.65
Br 5.52 2.64 5.63
C -4.86 9.36 7.01
C -4.83 8.07 6.22
O -3.51 7.85 5.67
C -2.62 7.30 6.49
O -2.83 7.00 7.63
C -1.30 7.07 5.76
F -0.93 8.13 5.01
F -1.37 6.01 4.90
F -0.29 6.83 6.59
H -4.52 10.20 6.40
H -5.88 9.57 7.36
H -4.21 9.31 7.88
H -5.51 8.15 5.37
H -5.15 7.22 6.82
F -4.39 -7.72 -6.56
P -2.82 -7.37 -6.34
F -2.81 -8.16 -7.75
F -3.13 -7.55 -4.74
F -1.56 -6.50 -6.97
F -1.68 -8.42 -5.85
F -3.29 -5.82 -6.15
Ca -0.17 -4.42 -5.72
F 0.93 -0.79 5.25
*
```

Total energy in eV: -200489.853
Gap between HOMO and LUMO in eV: 1.22
E_HOMO in eV: -7.44



Density functional theory data (wB97M-V/def2-TZVPD) for a 2-piece molecular cluster, NO4S2 overall at a distorted geometry.

Geometry as ORCA input:
```
! wB97M-V def2-TZVPD RIJCOSX def2/J DEFGRID3
* xyz -1 1
N 1.03 0.16 1.48
O 0.26 1.49 -2.04
O 1.49 -2.19 2.03
O -1.46 1.88 -0.35
O -0.97 -0.46 -1.18
S 0.92 -1.26 1.02
S -0.59 0.94 -1.01
*
```

Total energy in eV: -31349.691
Energy relative to the best compared isomer or geometry (same formula, charge and spin) in kcal per mole: 40.7
Gap between HOMO and LUMO (alpha / beta) in eV: 6.79 / 6.80
E_HOMO (alpha / beta) in eV: -4.58 / -4.59



Density functional theory data (wB97M-V/def2-TZVPD) for one molecule with the formula C4H8OS at a distorted geometry.

Geometry as ORCA input:
```
! wB97M-V def2-TZVPD RIJCOSX def2/J DEFGRID3
* xyz 0 1
C -0.07 0.00 0.96
C -0.22 1.18 -0.02
C -0.38 0.22 -1.18
C -0.94 -0.77 -0.05
H 1.56 -1.13 1.44
H -0.20 0.20 2.26
H 0.59 2.06 0.25
H -1.20 1.75 0.14
H -1.19 0.55 -1.87
H 1.82 -0.91 -0.99
H -1.87 -0.87 0.36
H -0.38 -1.71 -0.17
O 1.36 -0.43 0.82
S 1.11 -0.13 -1.94
*
```

Total energy in eV: -17156.951
Energy relative to the best compared isomer or geometry (same formula, charge and spin) in kcal per mole: 80.7
Gap between HOMO and LUMO in eV: 9.30
SMILES: O[C@H]1C[C@@H](S)C1
E_HOMO in eV: -8.50